Computed, not measured: a cluster of 8 separate species, C62H136N8O8 in total at a distorted geometry, with ωB97M-V/def2-TZVPD.

The value obtained for the HOMO energy is -8.0 eV. The calculation puts the orbital gap at 0.311 Ha. As for the molar mass: 1121.82 u. As for the SMILES: CC1(C)CCCC(C)(C)N1O.CC1(C)CCCC(C)(C)N1O.CC1(C)CCCC(C)(C)N1O.CC1(C)CCCC(C)(C)N1O.CC1(C)CCCC(C)(C)N1O.CC1(C)CCCC(C)(C)N1O.COC[C@H](C)N.COC[C@H](C)N. The energy above the lowest of the compared OMol25 structures with the same formula, charge and spin comes out at 10.7 kcal per mole. As for the LUMO energy: 0.4841 eV. As for the calculated total energy: -94790.571 eV.

XYZ file:
```
214
C62H136N8O8, DFT ωB97M-V/def2-TZVPD
C 1.84 -0.15 -7.14
C 1.25 1.09 -6.54
C 2.35 1.51 -5.48
C 1.16 2.16 -7.61
C 0.30 3.27 -7.00
C -1.03 2.79 -6.46
C -0.93 1.64 -5.44
C -0.61 2.31 -3.99
C -2.34 0.99 -5.35
N -0.03 0.67 -5.95
O 0.17 -0.31 -4.95
H 1.91 -0.91 -6.40
H 1.28 -0.54 -7.99
H 2.89 0.06 -7.53
H 3.34 1.78 -5.96
H 2.09 2.40 -4.93
H 2.46 0.69 -4.77
H 2.12 2.47 -7.97
H 0.53 1.71 -8.41
H 0.81 3.69 -6.17
H -0.01 3.99 -7.70
H -1.66 2.45 -7.31
H -1.53 3.65 -6.09
H -0.56 1.55 -3.17
H -1.49 2.94 -3.83
H 0.36 2.85 -4.04
H -2.30 0.31 -4.51
H -2.65 0.46 -6.28
H -3.15 1.72 -5.27
H -0.32 -1.11 -5.25
C 1.35 1.43 5.92
C -0.11 1.85 5.96
C -0.78 1.22 7.23
C -0.13 3.41 6.00
C -1.59 3.97 5.82
C -2.18 3.41 4.53
C -2.14 1.87 4.34
C -3.17 1.22 5.24
C -2.48 1.58 2.87
N -0.73 1.44 4.67
O -0.65 0.03 4.61
H 1.45 0.34 5.91
H 1.86 1.73 4.98
H 2.01 1.64 6.75
H -1.58 1.87 7.59
H -1.13 0.21 7.06
H -0.04 1.16 8.02
H 0.38 3.76 6.90
H 0.47 3.84 5.17
H -2.28 3.57 6.68
H -1.55 5.07 5.72
H -1.68 3.77 3.68
H -3.22 3.71 4.61
H -3.01 0.19 5.28
H -4.16 1.38 4.72
H -3.04 1.60 6.23
H -1.76 2.01 2.15
H -3.39 2.14 2.77
H -2.62 0.50 2.65
H -0.01 -0.20 3.90
C 4.70 -5.17 -0.30
C 5.53 -3.97 -0.41
C 6.92 -4.29 -0.28
C 5.15 -3.42 -1.83
C 5.71 -2.05 -2.14
C 5.05 -1.07 -1.16
C 5.57 -1.52 0.29
C 7.11 -1.17 0.51
C 4.93 -0.60 1.33
N 5.07 -2.95 0.53
O 5.46 -3.30 1.78
H 3.63 -4.88 -0.34
H 4.92 -5.92 -1.04
H 4.76 -5.65 0.69
H 7.13 -5.13 -0.93
H 7.54 -3.46 -0.56
H 7.14 -4.46 0.82
H 5.38 -4.21 -2.60
H 4.09 -3.36 -1.80
H 6.81 -2.00 -1.96
H 5.51 -1.77 -3.21
H 3.98 -1.18 -1.01
H 5.38 -0.02 -1.30
H 7.50 -1.98 1.07
H 7.26 -0.27 1.09
H 7.71 -0.99 -0.43
H 3.80 -0.66 1.36
H 5.17 0.42 1.19
H 5.26 -0.93 2.27
H 4.60 -3.49 2.25
C -1.94 6.06 1.90
C -0.57 6.32 1.19
C 0.05 4.97 0.78
C -0.74 7.19 -0.06
C 0.62 7.62 -0.61
C 1.37 8.48 0.37
C 1.52 7.77 1.76
C 2.70 6.81 1.63
C 1.88 8.82 2.81
N 0.19 7.07 2.17
O 0.46 6.26 3.26
H -2.22 7.01 2.29
H -2.67 5.54 1.27
H -1.84 5.39 2.72
H 1.05 5.03 0.30
H 0.24 4.44 1.73
H -0.59 4.31 0.24
H -1.21 6.62 -0.87
H -1.29 8.13 0.13
H 1.17 6.72 -0.84
H 0.45 8.15 -1.61
H 0.82 9.43 0.55
H 2.39 8.71 -0.01
H 2.86 6.22 2.53
H 3.52 7.46 1.64
H 2.80 6.17 0.74
H 1.21 9.66 2.84
H 2.90 9.10 2.53
H 1.88 8.46 3.83
H -0.19 6.56 3.90
C 1.81 -4.39 2.05
C 0.50 -4.71 2.78
C 0.16 -6.18 2.39
C 0.75 -4.71 4.31
C -0.56 -4.70 5.06
C -1.48 -3.58 4.68
C -1.77 -3.55 3.13
C -2.80 -4.71 2.82
C -2.48 -2.21 2.80
N -0.47 -3.64 2.47
O -0.65 -3.63 1.03
H 1.73 -4.13 1.01
H 2.21 -3.52 2.59
H 2.60 -5.21 2.15
H 1.05 -6.79 2.38
H -0.51 -6.68 3.10
H -0.36 -6.18 1.40
H 1.31 -5.62 4.61
H 1.24 -3.77 4.56
H -1.16 -5.62 4.92
H -0.38 -4.68 6.11
H -1.06 -2.64 4.96
H -2.38 -3.74 5.31
H -3.07 -4.68 1.78
H -3.68 -4.66 3.40
H -2.39 -5.68 3.08
H -3.43 -2.15 3.23
H -2.60 -2.06 1.73
H -1.78 -1.44 3.18
H -0.35 -2.72 0.82
C -3.86 -4.48 -4.64
C -3.15 -3.58 -3.66
C -4.07 -2.26 -3.61
C -3.12 -4.12 -2.17
C -2.14 -5.25 -1.98
C -0.72 -4.84 -2.38
C -0.66 -4.23 -3.81
C 0.74 -3.61 -4.11
C -0.67 -5.41 -4.77
N -1.79 -3.24 -3.94
O -1.80 -2.57 -5.21
H -3.40 -5.45 -4.73
H -4.86 -4.77 -4.29
H -4.02 -3.95 -5.59
H -3.64 -1.55 -2.95
H -4.19 -1.84 -4.58
H -5.03 -2.52 -3.21
H -2.81 -3.23 -1.62
H -4.10 -4.37 -1.83
H -2.23 -5.77 -0.99
H -2.42 -6.06 -2.74
H -0.05 -5.68 -2.33
H -0.25 -4.16 -1.63
H 0.77 -2.64 -3.59
H 1.00 -3.54 -5.19
H 1.49 -4.24 -3.56
H -1.49 -6.14 -4.70
H 0.31 -5.96 -4.66
H -0.64 -5.08 -5.79
H -1.90 -3.27 -5.84
C -3.65 2.75 -1.67
O -4.79 2.29 -0.93
C -4.63 1.02 -0.37
C -5.97 0.42 -0.03
C -5.70 -0.88 0.74
N -6.85 0.22 -1.15
H -3.25 1.89 -2.22
H -2.85 3.10 -1.07
H -3.95 3.58 -2.33
H -4.21 0.26 -1.06
H -3.97 1.01 0.56
H -6.42 1.16 0.72
H -6.48 -1.10 1.40
H -4.86 -0.78 1.44
H -5.43 -1.75 0.13
H -6.87 1.10 -1.71
H -6.50 -0.56 -1.70
C -0.68 -1.12 -1.19
O 0.23 -1.11 -0.05
C 0.75 0.17 0.24
C 0.60 0.39 1.74
C 1.23 1.71 2.02
N 1.07 -0.65 2.64
H -1.63 -0.53 -1.00
H -0.91 -2.15 -1.44
H -0.21 -0.73 -2.08
H 1.77 0.14 0.00
H 0.15 0.94 -0.25
H -0.47 0.32 1.94
H 0.78 2.51 1.48
H 2.25 1.64 1.66
H 1.28 1.88 3.10
H 0.90 -1.63 2.32
H 2.04 -0.58 2.91
```